(A)
ORCA calculation (ωB97M-V/def2-TZVPD) on a gas-phase ion, C6H13N (charge +1).

```
! RIJCOSX wB97M-V def2-TZVPD def2/J DEFGRID3
* xyz 1 2
C -1.363 1.744 1.123
C -0.033 1.065 0.651
C -0.117 -0.479 0.852
C 0.587 -1.228 -0.273
C 0.129 -2.052 -2.575
C -0.181 -1.234 -1.577
N 1.002 1.670 1.368
H -2.183 1.348 0.529
H -1.391 2.823 0.987
H -1.507 1.543 2.188
H 0.030 1.288 -0.416
H -1.162 -0.761 0.961
H 0.405 -0.709 1.783
H 1.579 -0.791 -0.421
H 0.713 -2.241 0.064
H -0.535 -2.159 -3.422
H 1.034 -2.648 -2.565
H -1.018 -0.554 -1.696
H 0.822 1.892 2.349
H 1.496 2.418 0.879
*
```

Results
- Expectation value of S²: 0.7546
- HOMO-LUMO gap (alpha / beta): 9.6261 / 4.4970 eV
- LUMO energy (alpha / beta): -0.123 / -0.311 Ha

=====

(B)
ORCA calculation (ωB97M-V/def2-TZVPD) on a gas-phase ion, C6H13N (charge +1).

```
! RIJCOSX wB97M-V def2-TZVPD def2/J DEFGRID3
* xyz 1 2
C -0.481 -1.111 -1.363
C -0.396 0.425 -1.004
C 0.404 0.539 0.273
C -0.093 0.120 1.483
C 0.386 0.523 2.876
C 1.751 0.952 0.117
N -1.587 -1.269 -2.254
H -0.764 -1.604 -0.413
H 0.432 -1.699 -1.664
H 0.111 0.969 -1.784
H -1.361 0.785 -0.771
H -0.970 -0.397 1.336
H 0.632 -0.255 3.595
H -0.472 1.242 3.236
H 1.344 1.092 2.888
H 2.421 -0.028 -0.144
H 2.371 1.352 0.965
H 1.839 1.872 -0.567
H -1.410 -1.545 -3.257
H -2.485 -1.592 -1.937
*
```

Results
- Expectation value of S²: 0.7559
- HOMO-LUMO gap (alpha / beta): 9.3435 / 5.0262 eV
- LUMO energy (alpha / beta): -0.144 / -0.285 Ha

=====

Most stable one: (A), least stable one: (B).